{"formula": "C32H72F12KN10O24S12", "method": "wB97M-V/def2-TZVPD", "spin_multiplicity": 1, "lumo_ev": 0.4, "gap_ha": 0.2586, "total_charge": -1, "relative_energy_kcal_mol": 24.2, "elements": ["K", "C", "C", "C", "N", "C", "C", "C", "C", "C", "H", "H", "H", "H", "H", "H", "H", "H", "H", "H", "H", "H", "H", "H", "H", "H", "H", "H", "C", "C", "C", "N", "C", "C", "C", "C", "C", "H", "H", "H", "H", "H", "H", "H", "H", "H", "H", "H", "H", "H", "H", "H", "H", "H", "H", "C", "C", "C", "N", "C", "C", "C", "C", "C", "H", "H", "H", "H", "H", "H", "H", "H", "H", "H", "H", "H", "H", "H", "H", "H", "H", "H", "C", "C", "C", "N", "C", "C", "C", "C", "C", "H", "H", "H", "H", "H", "H", "H", "H", "H", "H", "H", "H", "H", "H", "H", "H", "H", "H", "N", "S", "O", "O", "F", "S", "O", "O", "F", "N", "S", "O", "O", "F", "S", "O", "O", "F", "N", "S", "O", "O", "F", "S", "O", "O", "F", "N", "S", "O", "O", "F", "S", "O", "O", "F", "N", "S", "O", "O", "F", "S", "O", "O", "F", "N", "S", "O", "O", "F", "S", "O", "O", "F"], "xyz": [[-5.832, -0.254, 2.155], [0.940, 0.950, 7.479], [0.466, 1.615, 6.182], [1.596, 2.207, 5.331], [1.176, 2.979, 4.006], [0.724, 1.890, 2.939], [0.105, 4.042, 4.201], [0.184, 4.945, 2.970], [1.722, 4.858, 2.535], [2.395, 3.792, 3.449], [0.139, 0.775, 8.197], [1.650, 1.622, 7.961], [1.480, 0.018, 7.308], [-0.113, 2.459, 6.556], [-0.303, 1.013, 5.697], [2.357, 1.460, 5.110], [2.127, 2.953, 5.922], [0.583, 2.395, 1.983], [-0.133, 1.402, 3.404], [1.513, 1.142, 2.866], [-0.856, 3.536, 4.288], [0.314, 4.510, 5.163], [-0.487, 4.700, 2.147], [-0.047, 5.950, 3.323], [1.894, 4.479, 1.528], [2.255, 5.806, 2.606], [3.103, 3.100, 2.992], [2.979, 4.202, 4.273], [1.048, -6.395, -0.173], [-0.413, -6.037, 0.016], [-0.886, -6.266, 1.497], [-2.389, -6.157, 1.691], [-2.785, -4.685, 1.400], [-2.865, -6.610, 3.141], [-4.297, -6.782, 2.984], [-4.491, -7.299, 1.574], [-3.247, -7.122, 0.826], [1.258, -6.182, -1.222], [1.220, -7.438, 0.093], [1.685, -5.659, 0.318], [-1.049, -6.500, -0.738], [-0.412, -4.956, -0.123], [-0.362, -5.585, 2.168], [-0.652, -7.276, 1.833], [-2.651, -4.460, 0.342], [-2.261, -4.017, 2.085], [-3.818, -4.591, 1.733], [-2.698, -5.740, 3.777], [-2.333, -7.491, 3.498], [-4.844, -5.863, 3.193], [-4.556, -7.516, 3.747], [-5.357, -6.758, 1.192], [-4.752, -8.354, 1.661], [-3.378, -6.684, -0.163], [-2.548, -7.956, 0.758], [-2.132, -0.884, 1.664], [-0.910, -0.768, 0.703], [-1.329, -0.892, -0.713], [-0.211, -0.526, -1.757], [0.945, -1.531, -1.667], [-0.784, -0.539, -3.216], [-1.559, 0.807, -3.331], [-0.992, 1.793, -2.340], [0.158, 0.987, -1.700], [-2.655, -1.836, 1.564], [-2.926, -0.142, 1.585], [-1.726, -0.976, 2.671], [-0.292, -1.636, 0.934], [-0.334, 0.117, 0.973], [-2.012, -0.098, -1.014], [-1.695, -1.869, -1.030], [1.696, -1.395, -2.445], [0.518, -2.529, -1.763], [1.328, -1.242, -0.688], [-0.049, -0.610, -4.018], [-1.435, -1.412, -3.235], [-1.440, 1.249, -4.320], [-2.611, 0.591, -3.142], [-0.639, 2.696, -2.839], [-1.727, 2.117, -1.604], [1.159, 0.970, -2.130], [0.420, 1.273, -0.681], [2.155, 4.397, -6.043], [3.279, 4.610, -5.027], [2.725, 4.184, -3.658], [3.764, 4.237, -2.469], [4.140, 5.694, -2.216], [4.951, 3.320, -2.796], [5.549, 2.883, -1.499], [4.468, 2.969, -0.484], [3.274, 3.529, -1.184], [1.230, 4.962, -5.925], [1.920, 3.348, -6.226], [2.563, 4.773, -6.980], [3.664, 5.630, -5.035], [4.177, 4.050, -5.286], [2.458, 3.129, -3.585], [1.870, 4.720, -3.246], [4.772, 6.073, -3.019], [4.620, 5.831, -1.247], [3.218, 6.275, -2.181], [5.646, 3.847, -3.450], [4.626, 2.473, -3.400], [6.390, 3.508, -1.198], [5.878, 1.863, -1.698], [4.642, 3.584, 0.399], [4.173, 2.039, 0.001], [2.741, 4.239, -0.551], [2.601, 2.721, -1.473], [-4.287, 1.864, 2.221], [-3.312, 2.833, 1.224], [-1.845, 2.724, 1.314], [-3.832, 4.120, 0.757], [-3.601, 1.928, -0.036], [-3.689, 2.457, 3.467], [-3.742, 3.908, 3.801], [-2.543, 1.693, 3.935], [-4.856, 1.953, 4.459], [-5.616, -1.727, -0.049], [-5.289, -1.838, -1.466], [-6.454, -2.011, -2.345], [-4.012, -2.411, -1.826], [-4.904, -0.275, -1.776], [-6.141, -3.346, -0.010], [-5.141, -4.424, -0.284], [-7.488, -3.655, -0.417], [-6.128, -3.344, 1.647], [0.724, -3.512, 3.247], [0.762, -2.732, 4.543], [0.583, -1.282, 4.584], [1.564, -3.362, 5.537], [-0.729, -3.175, 5.021], [2.109, -2.847, 2.496], [3.372, -3.619, 2.595], [2.210, -1.406, 2.439], [1.581, -3.127, 0.948], [-0.941, -6.111, -5.166], [-0.996, -5.789, -6.627], [-0.393, -4.543, -7.107], [-2.196, -6.338, -7.265], [0.096, -6.841, -7.077], [-1.515, -4.579, -4.655], [-2.665, -4.126, -5.304], [-0.481, -3.621, -4.231], [-2.106, -5.142, -3.249], [3.289, 0.329, -3.270], [4.288, -0.686, -3.170], [5.648, -0.453, -3.726], [3.855, -2.052, -3.142], [4.609, -0.510, -1.585], [3.234, 0.418, -4.971], [2.830, -0.844, -5.634], [4.305, 1.276, -5.546], [1.943, 1.342, -5.075], [1.192, 6.281, -0.596], [-0.455, 6.106, -0.921], [-1.017, 6.164, -2.284], [-1.330, 6.453, 0.214], [-0.359, 4.493, -0.723], [1.132, 7.772, -0.409], [1.009, 8.326, 0.928], [0.624, 8.542, -1.609], [2.757, 7.976, -0.491]], "atomic_forces_ev_per_a": [[-0.1, -0.1, 0.1], [0.9, 0.0, -0.4], [-1.0, 0.8, 0.6], [-0.3, 0.4, -0.5], [1.3, -1.6, 0.0], [0.8, 1.0, 1.6], [-0.2, -1.3, -0.4], [1.7, 0.4, 0.4], [0.1, -0.8, 0.3], [-1.2, -0.3, 0.5], [-0.1, 0.0, -0.3], [0.1, 0.1, 0.2], [-0.2, -0.1, -0.1], [-0.2, 0.4, -0.2], [0.6, -0.3, -0.5], [-0.2, -0.1, -0.7], [-0.2, 0.2, 0.1], [-0.5, -0.1, 0.3], [-0.3, 0.3, -0.6], [0.2, 0.2, 0.1], [0.0, 0.0, 0.0], [0.2, 0.3, -0.2], [0.0, -0.2, 0.3], [0.0, 0.1, -0.4], [-0.6, 0.4, -0.2], [-0.2, 0.0, 0.0], [-0.4, -0.1, -0.4], [-0.6, 0.2, 0.4], [-0.3, 0.3, -0.5], [-0.2, 0.9, 1.4], [-0.2, -1.0, -1.1], [-0.2, 0.9, 0.5], [-0.5, -1.1, 1.4], [2.0, 2.6, -0.9], [-1.0, -0.7, 0.9], [-2.3, -0.9, 0.9], [2.6, 1.4, -0.6], [0.1, -0.6, -0.2], [0.5, 0.1, -0.1], [0.1, -0.5, 0.6], [-0.1, -0.1, 0.2], [-0.5, 0.1, -0.3], [-0.3, 0.2, 0.0], [0.2, -0.2, -0.1], [-0.1, -0.1, 0.3], [0.7, -0.2, -0.3], [-0.1, 0.0, -0.7], [0.7, -0.3, 0.2], [0.3, 0.1, -0.5], [0.0, -0.1, -0.1], [-0.6, 0.0, -0.1], [0.2, -0.2, -0.6], [-0.1, 0.0, -0.4], [0.1, 0.0, 0.1], [-0.6, -0.5, -0.1], [0.4, -0.7, 0.1], [-0.6, -1.0, 1.2], [0.8, 1.8, -2.7], [0.0, 0.3, -1.8], [-0.7, 1.6, 0.6], [-1.3, 0.4, 1.1], [-0.5, -0.9, -0.7], [1.0, -0.5, 0.6], [0.9, -0.9, 1.3], [0.1, -0.3, -0.6], [0.6, 0.4, 0.0], [-0.1, 0.6, 0.2], [0.2, 0.1, 0.2], [-0.1, 0.1, -0.3], [-0.8, -0.4, 0.5], [-0.1, 0.1, 0.2], [-0.3, 0.2, 0.1], [0.0, 0.1, 0.3], [0.6, -1.0, 0.0], [0.6, -0.3, 0.7], [0.1, 0.1, -0.4], [-0.3, -0.5, -0.2], [-0.1, 0.3, -0.2], [0.2, -0.1, 0.2], [0.2, -0.1, 0.1], [-0.3, 0.4, -1.0], [-0.6, -0.1, 0.3], [0.7, 0.3, -1.3], [-0.7, -0.2, 1.0], [1.1, -0.5, 1.9], [0.3, -0.4, -0.3], [-0.4, -0.5, 0.1], [0.0, 1.2, -1.2], [1.3, -0.5, -0.3], [-1.0, -0.1, 1.7], [-1.3, 0.9, -0.7], [0.1, 0.0, 0.7], [0.1, 0.1, 0.3], [-0.1, -0.1, -0.3], [-0.6, 0.3, 0.2], [-0.3, -0.6, -0.1], [-0.1, 0.0, -0.7], [0.0, 0.5, -0.5], [0.0, -0.3, 0.1], [0.1, -0.3, -0.1], [0.0, -0.2, 0.0], [0.0, 0.2, 0.2], [-0.5, 0.1, 0.3], [0.1, -0.1, -0.2], [0.3, 0.0, 0.5], [0.8, 0.4, -0.2], [0.2, -0.4, -0.5], [-0.2, 0.1, -0.4], [-0.1, 0.2, -0.4], [1.0, 2.2, -3.9], [1.1, 1.9, -6.1], [-2.7, -0.2, 1.1], [0.5, -2.5, 2.1], [-0.2, -0.6, -0.2], [0.9, 1.9, 9.5], [0.6, -3.2, -2.0], [-0.7, 1.1, -0.4], [-0.2, -0.5, -0.1], [-2.2, -3.1, 5.7], [3.1, 4.2, -12.5], [2.1, -0.4, 1.6], [-1.2, -0.3, 0.7], [-0.6, -0.3, 0.9], [-0.1, -4.7, 2.6], [-2.3, 3.3, 0.6], [1.5, 1.1, 1.1], [-0.3, 0.2, -0.7], [3.0, 0.9, -4.2], [-3.4, 2.1, 5.8], [0.8, -1.6, -0.5], [0.9, 0.5, 0.2], [0.0, -0.2, -0.3], [2.0, -1.5, -3.4], [-3.6, 1.6, 0.2], [-0.2, -1.2, 0.7], [0.4, -0.4, 1.4], [-0.9, 3.6, 4.6], [0.0, -1.6, -7.5], [-1.4, -1.2, 0.9], [1.4, 1.4, 0.5], [0.5, -0.6, -0.3], [2.9, -1.0, 4.0], [-1.4, 0.9, -1.0], [-1.7, -1.8, -0.6], [0.5, 0.3, -0.2], [-5.7, 6.2, -4.4], [10.8, -8.7, 4.2], [-3.1, 0.1, 0.4], [-0.4, 0.4, -0.8], [-0.3, 0.7, 0.1], [0.0, 0.3, -3.4], [1.2, 3.4, 2.0], [-2.8, -2.0, 1.6], [0.1, -0.3, 0.4], [-3.3, -2.6, -1.2], [-3.9, -4.0, -0.1], [2.1, 0.5, 2.7], [2.1, 0.2, -2.3], [0.3, 0.2, -0.2], [3.4, 8.7, -0.4], [-1.2, -0.9, -1.4], [0.9, -2.2, 3.6], [0.0, -0.2, -0.7]]}